# 1
Computed, not measured: a molecular structure, C66H57F4N2P3SiTi in a non-equilibrium geometry, with ωB97M-V/def2-TZVPD.

Results
E_HOMO ... -12.5071 eV
F_max ... 0.030 hartree/bohr
LUMO level ... -5.9 eV
Energy relative to the best compared isomer or geometry (same formula, charge and spin) ... 0.203 eV

Structure (ORCA input):
```
! wB97M-V def2-TZVPD RIJCOSX def2/J DEFGRID3
* xyz 2 1
Ti -0.60 0.08 0.18
C -0.16 0.01 6.67
C -0.73 0.78 5.67
C -0.54 0.43 4.34
C 0.20 -0.70 4.00
C 0.78 -1.46 5.01
C 0.60 -1.10 6.33
P 0.05 -1.31 2.28
C -1.18 -2.62 2.72
C -1.05 -3.96 2.35
C -1.98 -4.91 2.77
C -3.06 -4.53 3.54
C -3.22 -3.20 3.90
C -2.29 -2.26 3.50
C 1.56 -2.20 1.73
C 1.98 -3.35 2.41
C 3.05 -4.09 1.95
C 3.74 -3.70 0.81
C 3.35 -2.54 0.16
C 2.27 -1.77 0.59
Si 1.91 -0.10 -0.23
C 2.08 0.30 -2.08
C 3.03 -0.24 -2.94
C 3.32 0.36 -4.16
C 2.69 1.54 -4.52
C 1.73 2.09 -3.68
C 1.40 1.46 -2.48
P 0.08 2.15 -1.40
C 0.72 3.85 -1.09
C 2.05 4.15 -1.39
C 2.48 5.47 -1.41
C 1.61 6.50 -1.10
C 0.31 6.20 -0.70
C -0.12 4.89 -0.68
C -1.35 2.52 -2.50
C -2.43 3.17 -1.90
C -3.54 3.54 -2.64
C -3.60 3.23 -4.00
C -2.55 2.54 -4.59
C -1.43 2.19 -3.85
C 3.31 1.05 0.35
C 4.55 0.92 -0.28
C 5.63 1.71 0.08
C 5.49 2.67 1.08
C 4.27 2.81 1.72
C 3.18 2.01 1.36
P 1.69 1.94 2.42
C 2.66 1.71 3.99
C 2.58 2.57 5.08
C 3.44 2.41 6.16
C 4.38 1.40 6.16
C 4.47 0.53 5.08
C 3.61 0.69 4.01
C 1.07 3.64 2.69
C 1.68 4.79 2.19
C 1.18 6.04 2.53
C 0.07 6.16 3.35
C -0.56 5.02 3.83
C -0.06 3.77 3.50
H -0.31 0.27 7.71
H -1.31 1.66 5.92
H -0.97 1.04 3.56
H 1.38 -2.32 4.77
H 1.06 -1.70 7.11
H -0.23 -4.27 1.73
H -1.84 -5.94 2.49
H -3.78 -5.27 3.87
H -4.07 -2.89 4.50
H -2.42 -1.23 3.82
H 1.45 -3.69 3.28
H 3.35 -4.99 2.48
H 4.57 -4.28 0.44
H 3.91 -2.22 -0.72
H 3.56 -1.14 -2.66
H 4.06 -0.08 -4.82
H 2.94 2.03 -5.45
H 1.26 3.03 -3.95
H 2.75 3.36 -1.63
H 3.50 5.69 -1.68
H 1.94 7.53 -1.15
H -0.37 6.99 -0.41
H -1.13 4.69 -0.35
H -2.41 3.39 -0.84
H -4.37 4.05 -2.17
H -4.46 3.51 -4.58
H -2.59 2.28 -5.64
H -0.64 1.64 -4.33
H 4.68 0.19 -1.07
H 6.58 1.59 -0.42
H 6.33 3.27 1.38
H 4.18 3.50 2.55
H 1.86 3.38 5.09
H 3.38 3.09 7.00
H 5.06 1.28 7.01
H 5.21 -0.26 5.07
H 3.69 0.02 3.15
H 2.53 4.72 1.53
H 1.68 6.93 2.17
H -0.31 7.14 3.62
H -1.42 5.11 4.47
H -0.54 2.88 3.89
C -2.68 1.55 1.59
C -3.66 1.07 0.53
N -3.05 0.00 -0.28
C -3.63 -0.04 -1.65
C -5.15 -0.20 -1.72
C -3.20 -1.30 0.39
C -2.27 -2.32 -0.22
N -0.94 -1.70 -0.39
C -0.22 -2.27 -1.47
C -0.20 -1.58 -2.68
F -0.85 -0.40 -2.71
C 0.43 -2.05 -3.81
F 0.41 -1.33 -4.93
C 1.09 -3.26 -3.76
C 1.07 -3.98 -2.58
F 1.70 -5.15 -2.51
C 0.41 -3.51 -1.46
F 0.37 -4.26 -0.36
H -3.08 2.41 2.13
H -1.73 1.88 1.14
H -2.50 0.77 2.33
H -3.93 1.89 -0.13
H -4.59 0.72 1.00
H -3.16 -0.87 -2.19
H -3.34 0.87 -2.15
H -5.50 -1.11 -1.23
H -5.43 -0.27 -2.77
H -5.67 0.66 -1.30
H -4.23 -1.66 0.34
H -2.97 -1.17 1.45
H -2.64 -2.63 -1.20
H -2.23 -3.21 0.40
H 1.59 -3.66 -4.63
*
```

***

# 2
Computed, not measured: 10 unconnected molecules or ions with the total composition C66H61F10NO5S in a non-equilibrium geometry, with ωB97M-V/def2-TZVPD.

Results
E_HOMO ... -8.8135 eV
F_max ... 0.044 hartree/bohr
LUMO level ... -0.1 eV

Structure (ORCA input):
```
! wB97M-V def2-TZVPD RIJCOSX def2/J DEFGRID3
* xyz 0 1
C 4.22 2.42 -0.07
C 3.47 1.89 -0.85
C 2.52 1.20 -1.72
C 1.64 2.14 -2.60
C 1.53 3.59 -2.12
C 2.54 4.58 -2.75
N 2.98 4.30 -4.05
C 4.11 3.89 -4.49
C 4.48 2.43 -4.56
C 5.14 4.82 -5.06
O 1.70 5.83 -2.87
S 2.67 7.05 -3.17
O 2.90 7.23 -4.56
O 2.14 8.15 -2.43
O 3.92 6.45 -2.43
C 3.64 5.15 -1.84
C 3.21 5.47 -0.40
C 4.32 6.08 0.40
O 4.74 5.66 1.43
F 4.83 7.20 -0.14
H 4.88 2.81 0.66
H 3.05 0.51 -2.38
H 1.85 0.59 -1.11
H 0.63 1.74 -2.55
H 1.92 2.08 -3.64
H 0.56 3.95 -2.44
H 1.54 3.65 -1.04
H 5.32 2.28 -5.24
H 3.64 1.86 -4.95
H 4.79 2.06 -3.58
H 4.76 5.84 -5.08
H 5.35 4.53 -6.09
H 6.05 4.76 -4.46
H 4.58 4.61 -1.86
H 2.87 4.59 0.14
H 2.41 6.22 -0.47
F -0.60 -0.77 -1.85
C -0.98 -0.96 -0.56
C -1.19 -2.24 -0.11
C -1.56 -2.42 1.22
C -1.71 -1.33 2.06
C -1.49 -0.05 1.57
C -1.11 0.14 0.25
H -1.08 -3.08 -0.78
H -1.73 -3.42 1.59
H -1.99 -1.48 3.09
H -1.61 0.81 2.22
H -0.93 1.14 -0.13
F 11.15 9.58 -2.37
C 9.91 9.21 -1.99
C 8.86 10.08 -2.21
C 7.58 9.70 -1.83
C 7.37 8.46 -1.23
C 8.44 7.60 -1.02
C 9.72 7.97 -1.41
H 9.05 11.04 -2.67
H 6.75 10.37 -2.00
H 6.38 8.17 -0.94
H 8.28 6.64 -0.55
H 10.57 7.32 -1.26
F -2.83 -5.16 0.15
C -3.18 -5.85 -0.96
C -2.37 -5.79 -2.08
C -2.75 -6.52 -3.21
C -3.92 -7.27 -3.19
C -4.72 -7.30 -2.05
C -4.34 -6.59 -0.92
H -1.47 -5.20 -2.07
H -2.13 -6.49 -4.09
H -4.22 -7.83 -4.07
H -5.63 -7.88 -2.04
H -4.94 -6.60 -0.02
F -0.32 2.73 1.98
C 0.02 3.26 3.18
C 0.30 4.60 3.25
C 0.64 5.14 4.49
C 0.70 4.33 5.61
C 0.42 2.98 5.50
C 0.06 2.43 4.28
H 0.25 5.22 2.36
H 0.86 6.20 4.57
H 0.97 4.75 6.57
H 0.47 2.34 6.38
H -0.17 1.38 4.17
F -5.98 -8.34 0.76
C -5.45 -9.32 1.53
C -4.08 -9.37 1.67
C -3.54 -10.37 2.48
C -4.36 -11.29 3.11
C -5.74 -11.21 2.94
C -6.29 -10.22 2.15
H -3.46 -8.65 1.16
H -2.46 -10.42 2.61
H -3.93 -12.06 3.73
H -6.38 -11.93 3.43
H -7.36 -10.14 2.01
F -3.08 -3.94 4.46
C -4.19 -4.70 4.53
C -4.62 -5.36 3.39
C -5.76 -6.15 3.47
C -6.46 -6.25 4.67
C -6.01 -5.57 5.79
C -4.86 -4.79 5.73
H -4.06 -5.26 2.47
H -6.10 -6.68 2.59
H -7.35 -6.87 4.72
H -6.55 -5.65 6.72
H -4.49 -4.26 6.60
F -8.34 -5.23 7.92
C -7.91 -4.63 9.06
C -7.58 -3.29 9.01
C -7.14 -2.68 10.18
C -7.03 -3.41 11.35
C -7.37 -4.75 11.37
C -7.81 -5.38 10.21
H -7.67 -2.74 8.08
H -6.89 -1.63 10.16
H -6.69 -2.92 12.26
H -7.28 -5.32 12.28
H -8.09 -6.42 10.20
F -0.74 -6.68 -5.92
C -1.03 -7.82 -6.57
C -0.46 -8.04 -7.81
C -0.76 -9.22 -8.48
C -1.63 -10.14 -7.92
C -2.20 -9.89 -6.68
C -1.90 -8.73 -5.99
H 0.21 -7.30 -8.22
H -0.31 -9.41 -9.45
H -1.86 -11.05 -8.45
H -2.88 -10.61 -6.25
H -2.33 -8.53 -5.02
F 5.56 13.55 -2.31
C 5.19 12.51 -3.09
C 5.78 12.38 -4.34
C 5.40 11.31 -5.14
C 4.45 10.40 -4.69
C 3.87 10.56 -3.44
C 4.25 11.62 -2.63
H 6.51 13.10 -4.66
H 5.85 11.19 -6.11
H 4.15 9.57 -5.32
H 3.13 9.86 -3.09
H 3.82 11.76 -1.64
*
```

***

# 3
Computed, not measured: 12 unconnected molecules or ions with the total composition C66H62F10O2 in a non-equilibrium geometry, with ωB97M-V/def2-TZVPD.

Results
E_HOMO ... -8.9907 eV
F_max ... 0.030 hartree/bohr
LUMO level ... 0.6 eV
Energy relative to the best compared isomer or geometry (same formula, charge and spin) ... 0.000 eV

Structure (ORCA input):
```
! wB97M-V def2-TZVPD RIJCOSX def2/J DEFGRID3
* xyz 0 1
F -0.71 -2.61 0.65
C -0.01 -1.47 0.39
C -0.46 -0.66 -0.61
C 0.23 0.49 -0.94
C 1.40 0.80 -0.25
C 1.85 -0.04 0.75
C 1.12 -1.17 1.13
H -1.33 -0.92 -1.19
H -0.12 1.07 -1.78
H 2.03 1.64 -0.53
H 2.79 0.15 1.26
H 1.40 -1.76 1.99
F -0.46 -5.05 -5.16
C -0.64 -3.72 -5.31
C -1.55 -3.28 -6.25
C -1.77 -1.92 -6.39
C -1.07 -1.03 -5.59
C -0.15 -1.50 -4.67
C 0.10 -2.86 -4.55
H -2.10 -4.01 -6.83
H -2.36 -1.55 -7.22
H -1.20 0.02 -5.80
H 0.32 -0.79 -3.99
H 0.82 -3.24 -3.83
F 2.26 3.56 -1.76
C 2.95 4.60 -1.32
C 2.66 5.13 -0.09
C 3.50 6.11 0.44
C 4.49 6.67 -0.34
C 4.76 6.12 -1.59
C 3.97 5.08 -2.10
H 1.86 4.71 0.52
H 3.26 6.50 1.42
H 5.07 7.48 0.07
H 5.56 6.53 -2.19
H 4.23 4.62 -3.05
F 1.79 -9.71 -0.41
C 1.11 -8.56 -0.30
C 0.55 -8.24 0.91
C -0.21 -7.07 1.02
C -0.33 -6.23 -0.08
C 0.16 -6.64 -1.31
C 0.94 -7.78 -1.42
H 0.62 -8.92 1.75
H -0.68 -6.86 1.97
H -0.82 -5.26 -0.03
H 0.03 -5.99 -2.17
H 1.40 -8.07 -2.35
F 3.43 -0.10 -2.02
C 4.19 0.44 -2.98
C 5.40 -0.15 -3.26
C 6.19 0.39 -4.26
C 5.73 1.49 -4.97
C 4.53 2.11 -4.61
C 3.73 1.56 -3.63
H 5.73 -1.03 -2.73
H 7.12 -0.07 -4.58
H 6.31 1.90 -5.79
H 4.19 2.95 -5.19
H 2.77 1.96 -3.36
F -2.21 1.63 0.19
C -1.82 2.90 0.21
C -1.41 3.50 1.37
C -0.97 4.82 1.32
C -0.87 5.47 0.10
C -1.34 4.86 -1.05
C -1.84 3.57 -0.99
H -1.44 2.97 2.32
H -0.66 5.32 2.23
H -0.50 6.49 0.03
H -1.38 5.40 -1.99
H -2.10 2.97 -1.86
F -0.93 0.39 3.26
C -2.12 -0.15 3.63
C -2.51 -0.12 4.96
C -3.76 -0.62 5.30
C -4.62 -1.10 4.32
C -4.22 -1.09 2.98
C -2.95 -0.64 2.66
H -1.81 0.28 5.69
H -4.12 -0.55 6.32
H -5.59 -1.45 4.65
H -4.87 -1.56 2.25
H -2.60 -0.74 1.63
F 2.83 -0.39 4.03
C 2.37 -1.28 4.93
C 3.22 -1.73 5.92
C 2.73 -2.58 6.88
C 1.39 -2.95 6.85
C 0.57 -2.51 5.82
C 1.04 -1.64 4.89
H 4.29 -1.52 5.87
H 3.41 -3.05 7.58
H 0.96 -3.65 7.56
H -0.49 -2.74 5.86
H 0.43 -1.20 4.11
F -4.55 1.36 -2.19
C -4.16 0.07 -2.09
C -4.17 -0.54 -0.84
C -3.71 -1.84 -0.76
C -3.33 -2.55 -1.88
C -3.27 -1.89 -3.11
C -3.73 -0.58 -3.22
H -4.52 -0.02 0.04
H -3.77 -2.33 0.21
H -2.91 -3.54 -1.80
H -2.83 -2.37 -3.98
H -3.70 -0.07 -4.18
F -0.87 4.16 5.58
C 0.27 4.16 4.88
C 0.71 2.98 4.33
C 1.81 3.00 3.52
C 2.54 4.17 3.36
C 2.12 5.33 4.00
C 0.96 5.34 4.74
H 0.19 2.06 4.52
H 2.15 2.05 3.12
H 3.41 4.14 2.70
H 2.69 6.25 3.88
H 0.61 6.27 5.17
C -2.65 -4.24 3.14
C -3.91 -4.72 2.47
C -5.07 -5.10 3.37
O -3.98 -4.82 1.27
H -2.20 -5.00 3.79
H -2.78 -3.37 3.77
H -1.88 -4.03 2.39
H -5.84 -5.54 2.74
H -5.49 -4.21 3.83
H -4.73 -5.86 4.08
C 0.14 4.85 -5.23
C -0.41 3.55 -5.77
C -1.48 2.90 -4.92
O -0.01 3.07 -6.79
H 0.65 4.67 -4.27
H -0.65 5.59 -5.07
H 0.88 5.27 -5.91
H -1.06 2.23 -4.17
H -2.15 2.32 -5.57
H -2.06 3.69 -4.46
*
```

***

Summary of gap between HOMO and LUMO in eV
6.559; 8.763; 9.557
(order as listed above)